# 1
Formula: C5H10O2
Source: OMol25
Level of theory: ωB97M-V/def2-TZVPD

Each line ends with the Löwdin charge.
CARTESIAN COORDINATES (ANGSTROEM)
C (0.188, -2.138, -0.298)  -0.0112
C (0.234, -0.802, -0.212)  -0.2431
C (-0.588, 0.032, 0.698)  -0.1117
C (-1.374, 1.012, 0.138)  -0.3995
C (-1.380, 2.497, 0.432)  -0.0132
O (-1.914, 0.771, -1.085)  0.0326
H (0.724, -2.777, -1.075)  0.0823
H (-0.613, -2.623, 0.317)  0.0739
H (0.882, -0.138, -0.930)  0.1463
H (-0.052, 0.580, 1.496)  0.0987
H (-2.406, 2.846, 0.376)  0.0786
H (-0.687, 3.017, -0.236)  0.1011
H (-1.199, 2.405, 1.499)  0.0763
H (-1.809, -0.178, -1.267)  0.1043
O (3.849, -1.399, 0.322)  -0.0787
H (3.063, -1.232, 0.873)  0.0262
H (4.269, -0.529, 0.226)  0.0373

Calculated values
Electronic energy: -9439.573 eV
HOMO: -8.7 eV
Energy relative to the best compared isomer or geometry (same formula, charge and spin): 3.470 eV
Structure (SMILES): C=C/C=C(/C)O.O
Gap between HOMO and LUMO: 9.5 eV
E_LUMO: 0.788 eV



# 2
Formula: C5H10O2
Source: OMol25
Level of theory: ωB97M-V/def2-TZVPD

Each line ends with the Löwdin charge.
CARTESIAN COORDINATES (ANGSTROEM)
C (-0.999, 1.234, -0.572)  -0.0847
C (0.152, 1.345, 0.081)  -0.0723
C (1.211, 0.546, -0.628)  -0.2005
O (0.509, -0.173, -1.636)  -0.1440
C (-0.805, 0.348, -1.774)  -0.2094
H (-1.941, 1.710, -0.320)  0.1109
H (0.340, 1.921, 0.981)  0.1151
H (1.724, -0.169, 0.028)  0.0962
H (1.975, 1.199, -1.080)  0.1229
H (-1.514, -0.492, -1.815)  0.1163
H (-0.906, 0.911, -2.715)  0.1210
H (1.797, -1.425, 2.345)  0.0142
H (2.538, -1.439, 2.257)  0.0376
C (-1.020, -1.379, 1.204)  -0.1483
O (-0.562, -1.347, 2.320)  -0.0454
H (-0.405, -1.605, 0.312)  0.0825
H (-2.094, -1.185, 1.012)  0.0879

Calculated values
Electronic energy: -9439.248 eV
HOMO: -9.4 eV
Energy relative to the best compared isomer or geometry (same formula, charge and spin): 3.795 eV
Structure (SMILES): C1=CCOC1.[H][H].C=O
Gap between HOMO and LUMO: 10.3 eV
E_LUMO: 0.879 eV



# 3
Formula: C5H10O2
Source: OMol25
Level of theory: ωB97M-V/def2-TZVPD

Each line ends with the Löwdin charge.
CARTESIAN COORDINATES (ANGSTROEM)
C (1.507, -0.571, -0.866)  0.0284
C (0.245, -0.204, -0.658)  -0.2996
C (-0.262, 1.165, -0.265)  -0.1136
C (-1.684, 0.846, 0.205)  -0.1930
O (-2.094, -0.256, -0.590)  -0.1270
C (-0.975, -1.106, -0.731)  -0.1612
H (2.325, 0.143, -0.783)  0.0729
H (1.772, -1.589, -1.140)  0.0737
H (0.351, 1.628, 0.512)  0.1151
H (-0.284, 1.820, -1.144)  0.1255
H (-2.402, 1.654, 0.045)  0.1235
H (-1.681, 0.577, 1.273)  0.1259
H (-1.059, -1.632, -1.688)  0.1320
H (-0.946, -1.857, 0.076)  0.1333
O (1.546, -0.223, 2.275)  -0.0659
H (2.349, 0.256, 2.034)  0.0369
H (1.293, -0.652, 1.446)  -0.0067

Calculated values
Electronic energy: -9441.107 eV
HOMO: -9.7 eV
Energy relative to the best compared isomer or geometry (same formula, charge and spin): 1.936 eV
Structure (SMILES): C=C1CCOC1.O
Gap between HOMO and LUMO: 10.6 eV
E_LUMO: 0.831 eV



# 4
Formula: C5H10O2
Source: OMol25
Level of theory: ωB97M-V/def2-TZVPD

Each line ends with the Löwdin charge.
CARTESIAN COORDINATES (ANGSTROEM)
C (2.396, 0.404, -0.016)  -0.0835
O (1.083, 0.335, -0.534)  -0.1416
C (0.312, -0.622, 0.114)  -0.3030
C (-0.331, -0.299, 1.450)  -0.0215
C (-1.132, -0.304, 0.193)  -0.4120
C (-1.822, 0.739, -0.458)  -0.1870
O (-1.680, 0.931, -1.810)  -0.0070
H (2.921, -0.554, -0.135)  0.0936
H (2.387, 0.671, 1.050)  0.0920
H (2.924, 1.176, -0.579)  0.0928
H (0.606, -1.655, -0.060)  0.1478
H (-0.467, -1.116, 2.150)  0.1052
H (-0.154, 0.688, 1.870)  0.1237
H (-1.664, -1.877, 0.242)  0.1365
H (-2.170, -0.732, -0.197)  0.1405
H (-2.642, 1.272, 0.009)  0.1283
H (-0.728, 0.931, -1.993)  0.0953

Calculated values
Electronic energy: -9434.941 eV
HOMO: -6.8 eV
Energy relative to the best compared isomer or geometry (same formula, charge and spin): 8.102 eV
Gap between HOMO and LUMO: 7.7 eV
E_LUMO: 0.886 eV



# 5
Formula: C5H10O2
Source: OMol25
Level of theory: ωB97M-V/def2-TZVPD

Each line ends with the Löwdin charge.
CARTESIAN COORDINATES (ANGSTROEM)
C (-2.319, -0.379, -0.054)  -0.0495
C (-0.838, -0.488, -0.598)  -0.4178
O (-0.481, 0.501, -1.541)  -0.0450
C (0.215, -0.530, 0.546)  -0.1398
C (1.714, -0.218, 0.290)  -0.1456
C (2.061, 1.251, 0.186)  -0.2369
O (1.269, 2.138, -0.044)  0.0406
H (-2.837, -1.351, 0.091)  0.0768
H (-2.362, 0.141, 0.903)  0.0620
H (-2.920, 0.155, -0.799)  0.0759
H (-0.991, -1.420, -1.129)  0.1221
H (-0.136, 1.269, -1.052)  0.0602
H (-0.118, 0.223, 1.271)  0.1114
H (0.159, -1.501, 1.045)  0.1148
H (2.135, -0.707, -0.600)  0.1293
H (2.320, -0.598, 1.131)  0.1160
H (3.130, 1.512, 0.353)  0.1255

Calculated values
Electronic energy: -9441.424 eV
HOMO: -9.9 eV
Energy relative to the best compared isomer or geometry (same formula, charge and spin): 1.619 eV
Structure (SMILES): C[C@@H](O)CCC=O
Gap between HOMO and LUMO: 10.8 eV
E_LUMO: 0.904 eV



# 6
Formula: C5H10O2
Source: OMol25
Level of theory: ωB97M-V/def2-TZVPD

Each line ends with the Löwdin charge.
CARTESIAN COORDINATES (ANGSTROEM)
C (-0.105, 2.133, 2.073)  -0.0049
C (-0.789, 1.104, 1.577)  -0.0842
C (-0.219, 0.430, 0.321)  -0.3598
O (-1.183, -0.316, -0.298)  -0.0074
C (1.068, 0.539, -0.018)  -0.1149
C (1.540, -0.151, -1.261)  -0.1040
H (0.569, 2.732, 1.477)  0.0594
H (-0.275, 2.618, 3.029)  0.0495
H (-1.716, 0.602, 1.810)  0.0977
H (-0.838, -1.211, -0.510)  0.0622
H (1.796, 0.834, 0.716)  0.1004
H (0.722, -0.169, -1.983)  0.0740
H (2.310, 0.455, -1.763)  0.0694
H (2.053, -1.106, -1.118)  0.0773
O (-1.216, -2.827, -1.342)  -0.0386
H (-1.833, -2.665, -2.054)  0.0545
H (-1.884, -3.003, -0.655)  0.0695

Calculated values
Electronic energy: -9440.283 eV
HOMO: -8.2 eV
Energy relative to the best compared isomer or geometry (same formula, charge and spin): 2.760 eV
Structure (SMILES): C=C/C(O)=C/C.O
Gap between HOMO and LUMO: 8.7 eV
E_LUMO: 0.524 eV



# 7
Formula: C5H10O2
Source: OMol25
Level of theory: ωB97M-V/def2-TZVPD

Each line ends with the Löwdin charge.
CARTESIAN COORDINATES (ANGSTROEM)
O (2.476, -1.785, 0.563)  -0.1008
C (2.759, -0.613, 0.256)  -0.5994
O (1.968, 0.356, 0.095)  -0.1606
C (-1.288, 0.842, -1.308)  0.1346
C (-1.975, 0.317, -0.269)  -0.1311
C (-1.493, -0.715, 0.553)  0.0268
C (-0.153, -1.208, 0.465)  -0.0818
H (3.841, -0.374, 0.119)  0.1070
H (-1.712, 1.658, -1.871)  0.0884
H (-0.317, 0.456, -1.600)  0.0864
H (0.388, 3.004, 0.203)  0.0605
H (-2.973, 0.701, -0.077)  0.1112
H (-0.039, 2.402, 0.231)  0.0177
H (-2.189, -1.070, 1.302)  0.1263
H (0.307, -0.892, -0.452)  0.0528
H (0.480, -0.787, 1.267)  0.1407
H (-0.081, -2.293, 0.523)  0.1213

Calculated values
Electronic energy: -9437.103 eV
HOMO: -7.9 eV
Energy relative to the best compared isomer or geometry (same formula, charge and spin): 5.940 eV
Gap between HOMO and LUMO: 4.9 eV
E_LUMO: -3.058 eV



# 8
Formula: C5H10O2
Source: OMol25
Level of theory: ωB97M-V/def2-TZVPD

Each line ends with the Löwdin charge.
CARTESIAN COORDINATES (ANGSTROEM)
C (1.527, -0.081, -1.424)  -0.0122
C (0.259, 0.015, -0.607)  -0.4863
C (0.452, 0.395, 0.856)  -0.0932
C (-0.620, -0.084, 1.878)  -0.2361
O (-1.844, -0.560, 1.363)  -0.0885
C (-1.042, 0.300, -1.218)  -0.0701
O (-0.650, -1.050, -0.928)  -0.0512
H (2.175, 0.793, -1.299)  0.0876
H (2.084, -0.964, -1.089)  0.0919
H (1.302, -0.211, -2.487)  0.0871
H (0.520, 1.492, 0.867)  0.1228
H (1.433, 0.036, 1.193)  0.1137
H (-0.888, 0.758, 2.522)  0.1142
H (-0.162, -0.850, 2.518)  0.1114
H (-1.621, -1.199, 0.665)  0.0709
H (-1.126, 0.553, -2.272)  0.1190
H (-1.839, 0.651, -0.563)  0.1192

Calculated values
Electronic energy: -9440.674 eV
HOMO: -10.0 eV
Energy relative to the best compared isomer or geometry (same formula, charge and spin): 2.369 eV
Structure (SMILES): C[C@@]1(CCO)CO1
Gap between HOMO and LUMO: 10.9 eV
E_LUMO: 0.949 eV



# 9
Formula: C5H10O2
Source: OMol25
Level of theory: ωB97M-V/def2-TZVPD

Each line ends with the Löwdin charge.
CARTESIAN COORDINATES (ANGSTROEM)
C (-1.248, -2.417, 0.240)  0.0222
C (-0.648, -1.291, 0.611)  -0.1136
C (-0.255, -0.253, -0.388)  -0.4017
O (-1.266, 0.533, -0.864)  0.0438
C (1.010, 0.007, -0.685)  -0.1071
C (1.415, 1.182, -1.535)  -0.0915
H (-1.616, -2.692, -0.736)  0.0629
H (-1.580, -3.100, 1.029)  0.0596
H (-0.495, -1.053, 1.653)  0.0986
H (-2.107, 0.071, -0.916)  0.1078
H (1.772, -0.599, -0.222)  0.1084
H (0.694, 1.390, -2.326)  0.0728
H (1.476, 2.114, -0.960)  0.0731
H (2.406, 1.056, -1.950)  0.0621
O (-0.030, 1.420, 2.542)  -0.0477
H (-0.049, 1.525, 1.587)  0.0160
H (0.521, 2.106, 2.920)  0.0344

Calculated values
Electronic energy: -9440.674 eV
HOMO: -8.7 eV
Energy relative to the best compared isomer or geometry (same formula, charge and spin): 2.369 eV
Structure (SMILES): C=C/C(O)=C/C.O
Gap between HOMO and LUMO: 9.5 eV
E_LUMO: 0.795 eV



# 10
Formula: C5H10O2
Source: OMol25
Level of theory: ωB97M-V/def2-TZVPD

Each line ends with the Löwdin charge.
CARTESIAN COORDINATES (ANGSTROEM)
C (-1.056, 0.612, -1.979)  -0.0607
O (-0.808, 1.543, -0.909)  -0.2000
C (0.460, 1.792, -0.723)  -0.0308
C (1.161, -0.018, 0.898)  -0.1310
C (-0.124, -0.260, 1.656)  -0.1004
C (0.599, -1.397, 0.993)  -0.3768
O (0.087, -1.961, -0.191)  -0.0364
H (-0.418, 0.861, -2.826)  0.0898
H (-2.106, 0.711, -2.240)  0.0887
H (-0.836, -0.399, -1.622)  0.0715
H (1.215, 0.511, -0.267)  0.0895
H (0.502, 2.493, 0.128)  0.0546
H (2.058, 0.219, 1.470)  0.1035
H (-0.143, -0.204, 2.747)  0.1021
H (-1.027, 0.100, 1.167)  0.0957
H (1.118, -2.111, 1.637)  0.1389
H (-0.682, -2.491, 0.062)  0.1019

Calculated values
Electronic energy: -9436.952 eV
HOMO: -8.1 eV
Energy relative to the best compared isomer or geometry (same formula, charge and spin): 6.091 eV
Gap between HOMO and LUMO: 8.9 eV
E_LUMO: 0.815 eV



# 11
Formula: C5H10O2
Source: OMol25
Level of theory: ωB97M-V/def2-TZVPD

Each line ends with the Löwdin charge.
CARTESIAN COORDINATES (ANGSTROEM)
C (-0.857, -0.413, -2.362)  -0.0369
C (-0.741, 0.868, 1.092)  -0.0747
O (-1.079, -0.419, 1.003)  -0.0265
C (-0.074, -1.246, 1.070)  -0.1475
C (1.160, -0.465, 1.348)  -0.0992
C (0.749, 0.977, 0.945)  -0.3512
O (1.178, 1.356, -0.358)  -0.0266
H (-1.800, -0.862, -2.680)  0.0300
H (-0.122, -0.474, -3.168)  0.0314
H (-1.037, 0.635, -2.106)  0.0269
H (-1.497, 1.552, 0.732)  0.1134
H (-0.491, -0.964, -1.488)  0.0053
H (-0.303, -2.300, 1.114)  0.1179
H (1.353, -0.467, 2.433)  0.1281
H (2.065, -0.808, 0.838)  0.1242
H (1.208, 1.715, 1.605)  0.1397
H (0.740, 0.777, -0.996)  0.0454

Calculated values
Electronic energy: -9438.696 eV
HOMO (spin up / spin down): -7.6 / -7.3 eV
Energy relative to the best compared isomer or geometry (same formula, charge and spin): 4.347 eV
Gap between HOMO and LUMO (spin up / spin down): 8.3 / 7.9 eV
E_LUMO (spin up / spin down): 0.769 / 0.648 eV



# 12
Formula: C5H10O2
Source: OMol25
Level of theory: ωB97M-V/def2-TZVPD

Each line ends with the Löwdin charge.
CARTESIAN COORDINATES (ANGSTROEM)
C (-2.355, -0.356, -0.049)  -0.0466
C (-0.853, -0.486, -0.580)  -0.4023
O (-0.460, 0.473, -1.543)  -0.0498
C (0.222, -0.545, 0.551)  -0.1348
C (1.721, -0.209, 0.284)  -0.1467
C (2.066, 1.260, 0.188)  -0.2407
O (1.271, 2.149, -0.025)  0.0414
H (-2.866, -1.324, 0.133)  0.0723
H (-2.483, 0.209, 0.882)  0.0630
H (-2.964, 0.124, -0.824)  0.0718
H (-0.967, -1.422, -1.123)  0.1222
H (-0.057, 1.232, -1.085)  0.0561
H (-0.105, 0.182, 1.301)  0.1106
H (0.200, -1.532, 1.023)  0.1127
H (2.162, -0.690, -0.601)  0.1290
H (2.329, -0.582, 1.127)  0.1158
H (3.138, 1.518, 0.340)  0.1260

Calculated values
Electronic energy: -9441.399 eV
HOMO: -9.9 eV
Energy relative to the best compared isomer or geometry (same formula, charge and spin): 1.644 eV
Structure (SMILES): C[C@@H](O)CCC=O
Gap between HOMO and LUMO: 10.8 eV
E_LUMO: 0.897 eV